Record 1
DFT (wB97M-V/def2-TZVPD) results for a molecular structure, C38H68Ag2N3O15 in a non-equilibrium geometry.

Structure (ORCA input):
```
! wB97M-V def2-TZVPD RIJCOSX def2/J DEFGRID3
* xyz 3 3
Ag -5.3475 -22.5042 -8.5528
Ag -8.1861 -24.4273 -7.5135
N -4.9138 -25.6361 -7.9530
O -6.1474 -25.8403 -7.9599
O -4.1224 -26.4145 -7.3828
O -4.4087 -24.6526 -8.5605
C -2.7974 -29.5565 -1.8262
C -2.8548 -30.4287 -3.1119
C -3.1305 -31.9020 -2.7962
C -4.5842 -32.1931 -2.4378
C -5.5315 -31.7337 -3.5306
C -5.3266 -30.2183 -3.8294
N -3.9287 -29.8735 -3.9736
O -3.7053 -28.6074 -4.4145
C -6.0150 -29.9988 -5.2142
C -6.0138 -29.3692 -2.7489
C -1.5432 -30.2439 -3.8774
H -3.0436 -28.4981 -1.8717
H -1.7728 -29.6578 -1.4677
H -3.4445 -30.0006 -1.0676
H -2.9568 -32.4024 -3.7539
H -2.4124 -32.1860 -2.0314
H -4.8761 -31.9248 -1.4224
H -4.6319 -33.2871 -2.4168
H -6.5631 -31.8794 -3.2124
H -5.4228 -32.3071 -4.4517
H -5.5263 -30.5667 -6.0065
H -7.0892 -30.1652 -5.1898
H -5.8977 -28.9388 -5.4721
H -5.8662 -28.2991 -2.8867
H -7.0964 -29.4687 -2.8479
H -5.7331 -29.7039 -1.7532
H -1.2763 -29.1947 -4.0290
H -1.5927 -30.6379 -4.8970
H -0.6632 -30.7227 -3.4501
H -3.4413 -28.6930 -5.3618
C -4.2338 -29.8134 -8.9821
C -2.7720 -30.2080 -8.7268
C -2.1999 -30.9128 -9.9600
C -0.6644 -30.8237 -10.1493
C -0.1017 -29.4130 -9.9387
C -0.4966 -28.9281 -8.5295
N -1.9644 -29.0214 -8.3633
O -2.3508 -28.4452 -7.1774
C 0.1925 -29.7183 -7.4349
C -0.1540 -27.4384 -8.4126
C -2.8625 -31.1828 -7.5369
H -4.6791 -29.3074 -8.1214
H -4.8767 -30.6054 -9.3515
H -4.2465 -29.0322 -9.7526
H -2.4479 -31.9738 -9.9959
H -2.6573 -30.5369 -10.8774
H -0.4132 -31.1809 -11.1471
H -0.1618 -31.5147 -9.4718
H -0.5159 -28.7256 -10.6807
H 0.9751 -29.4557 -10.0818
H -0.1389 -29.3623 -6.4579
H 0.1644 -30.8085 -7.4538
H 1.2778 -29.5791 -7.4302
H 0.7665 -27.1838 -8.9425
H -0.8110 -26.8120 -9.0316
H -0.1711 -27.0748 -7.3917
H -3.5966 -31.9572 -7.7480
H -3.1923 -30.6909 -6.6217
H -1.9041 -31.6692 -7.3481
H -2.8344 -27.6124 -7.4442
O 0.0086 -25.0274 -11.6696
C -0.9719 -25.7071 -11.5927
O -1.0231 -26.9683 -12.0288
C -2.3477 -27.5041 -11.8564
C -2.9751 -26.6000 -10.7820
C -2.3284 -25.2696 -11.1220
H -2.2581 -28.5374 -11.5211
H -2.9274 -27.5486 -12.7777
H -2.7597 -26.9163 -9.7579
H -4.0624 -26.5378 -10.8672
H -2.2248 -24.5729 -10.2913
H -2.8573 -24.7170 -11.8999
O -7.8448 -25.4598 -5.5036
C -7.4814 -25.4220 -4.3512
O -8.2930 -25.6844 -3.3447
C -7.6926 -25.3787 -2.0631
C -6.4660 -24.5379 -2.4739
C -6.0749 -25.2064 -3.7949
H -7.4102 -26.3553 -1.6751
H -8.3141 -24.7617 -1.4243
H -5.6471 -24.6028 -1.7582
H -6.7158 -23.4888 -2.6249
H -5.5568 -26.1381 -3.5648
H -5.4580 -24.6209 -4.4704
O -3.4269 -22.2456 -7.2274
C -2.7585 -21.5483 -6.4871
O -2.1753 -22.1465 -5.4427
C -1.3779 -21.2168 -4.6753
C -1.9799 -19.8902 -5.0601
C -2.2949 -20.0867 -6.5560
H -0.3414 -21.2539 -5.0212
H -1.3632 -21.5037 -3.6275
H -1.3426 -19.0099 -4.9470
H -2.8659 -19.5656 -4.5110
H -1.4164 -20.0240 -7.1972
H -3.0767 -19.4236 -6.9143
O -1.2680 -27.0206 -1.2026
C -1.6695 -26.5339 -2.2235
O -1.0180 -26.7493 -3.3830
C -1.6712 -26.0429 -4.4474
C -2.4988 -24.9643 -3.7507
C -2.8372 -25.6284 -2.3931
H -2.3554 -26.6579 -5.0355
H -0.8166 -25.6596 -5.0032
H -3.4330 -24.8341 -4.2977
H -2.0794 -23.9644 -3.6943
H -3.6384 -26.3443 -2.6251
H -3.0610 -25.0582 -1.5007
O -9.2411 -26.5406 -7.9701
C -9.0371 -27.6807 -8.3157
O -9.7654 -28.6906 -7.9004
C -9.4624 -29.9370 -8.6315
C -8.4020 -29.5279 -9.6309
C -7.9214 -28.1400 -9.2398
H -10.3936 -30.2069 -9.1162
H -9.0923 -30.5990 -7.8545
H -8.7705 -29.5522 -10.6604
H -7.6140 -30.2786 -9.7441
H -7.7156 -27.4271 -10.0322
H -7.0034 -28.2013 -8.6509
*
```

Frontier orbital gap (alpha / beta) (eV): 7.1 / 5.5
Largest force on an atom (eV/Å): 2.87
Calculated total energy (Ha): -3074.3793
E_HOMO (alpha / beta) (eV): -15.90 / -15.90

=====

Record 2
DFT (wB97M-V/def2-TZVPD) results for 6 unconnected molecules or ions with the total composition C38H68BBrFN2O8PS2 in a non-equilibrium geometry.

Structure (ORCA input):
```
! wB97M-V def2-TZVPD RIJCOSX def2/J DEFGRID3
* xyz 0 1
C 7.4675 -0.2092 2.6371
C 7.1260 -1.7557 2.9743
B 6.6289 -2.6259 1.6533
O 7.3254 -3.8470 1.2500
C 5.2963 -2.0462 0.8642
C 5.5725 -0.7770 -0.0838
C 4.3476 -0.1255 -0.8459
P 4.7143 1.3875 -1.9542
C 3.8511 1.1728 -3.6709
C 6.5909 1.2822 -2.4130
C 2.9178 -0.7631 -0.6262
C 2.5800 -2.0351 0.2592
C 3.8331 -2.6968 1.0280
N 3.6764 -3.9232 1.9069
C 3.4995 -3.4047 3.1308
O 3.5245 -3.1639 4.3888
N 1.2398 -2.6580 0.4353
F 0.9265 -3.4753 -0.6329
C 0.1417 -1.6589 0.5527
C -1.0728 -1.9712 1.5685
S -0.9517 -3.5680 2.5010
C -2.3009 -1.0009 1.7803
C -3.5773 -1.2329 2.7275
Br -3.0889 -1.6984 4.6410
C -4.7222 -2.2052 2.1172
C -4.1756 -3.5163 1.3518
C -2.2592 0.3780 0.9450
C -1.1071 0.7686 -0.0697
C -1.2230 2.1910 -0.8176
C -1.1483 2.1270 -2.4300
C -1.5874 3.6183 -2.9637
C -1.6319 3.7430 -4.5776
C -3.2163 3.9220 -4.9826
C -3.9513 2.5189 -4.6534
C -3.3318 1.2677 -5.5004
O -4.3794 0.2562 -5.5913
C -4.3674 -0.5163 -4.3558
C 0.0646 -0.2791 -0.2619
S 1.4601 0.0480 -1.4845
H 8.0986 -0.0956 1.6674
H 6.4514 0.3295 2.4116
H 7.9838 0.3712 3.4880
H 8.1169 -2.2365 3.3591
H 6.3225 -1.7786 3.8208
H 8.0122 -4.0233 1.9475
H 6.6481 -0.3495 -0.1634
H 3.5425 0.0680 -3.8731
H 2.8491 1.7731 -3.6618
H 4.4898 1.6340 -4.5163
H 6.6425 1.7116 -3.5004
H 7.2571 1.8612 -1.6732
H 6.8467 0.1604 -2.5080
H -0.5198 -4.5905 1.6487
H -4.0900 -0.1852 2.8309
H -5.4541 -2.5505 2.9587
H -5.3960 -1.6283 1.3531
H -3.7834 -4.2434 2.1817
H -3.2928 -3.3316 0.6337
H -5.0560 -4.1003 0.8483
H -3.1317 1.1374 1.1019
H -0.3753 2.8655 -0.3713
H -2.2181 2.7128 -0.5024
H -1.7890 1.2848 -2.9070
H -0.0636 1.9769 -2.8438
H -0.7647 4.3463 -2.5845
H -2.5934 3.9239 -2.4656
H -1.1194 2.8824 -5.1467
H -1.1369 4.7709 -4.8397
H -3.3487 4.2520 -6.0900
H -3.6993 4.7797 -4.3496
H -5.0765 2.6364 -4.9301
H -3.9393 2.2664 -3.5136
H -2.9690 1.6407 -6.5431
H -2.4099 0.7947 -4.9821
H -3.7791 0.0037 -3.4885
H -5.4702 -0.5953 -3.9950
H -3.9321 -1.5791 -4.4589
C -6.9184 -4.4814 -1.7131
C -6.2689 -3.5662 -2.7313
O -5.7187 -2.4254 -2.0845
H -7.7081 -3.9535 -1.1709
H -7.3504 -5.3606 -2.1981
H -6.1880 -4.8131 -0.9694
H -7.0064 -3.2200 -3.4595
H -5.4691 -4.0848 -3.2695
H -5.0599 -2.7395 -1.4471
C -5.4699 3.2529 4.7824
C -6.5825 2.4572 4.1295
O -6.0602 1.2627 3.5645
H -4.6954 3.5018 4.0509
H -5.8553 4.1787 5.2171
H -4.9870 2.6680 5.5710
H -7.0477 3.0364 3.3280
H -7.3552 2.1939 4.8584
H -5.6572 0.7510 4.2823
C -6.2788 5.4718 0.3671
C -6.0614 3.9871 0.1549
O -4.7158 3.6426 0.4627
H -5.5993 6.0531 -0.2626
H -7.3078 5.7534 0.1296
H -6.0681 5.7496 1.4045
H -6.2516 3.7177 -0.8868
H -6.7296 3.3981 0.7910
H -4.5590 3.8769 1.3895
C 2.5661 2.4413 2.2131
C 2.3461 3.3921 1.0536
O 2.9639 2.8817 -0.1202
H 3.6353 2.2990 2.3953
H 2.1004 2.8235 3.1253
H 2.1466 1.4551 1.9901
H 2.7853 4.3689 1.2709
H 1.2777 3.5298 0.8577
H 2.5625 2.0196 -0.3102
C 11.5371 -5.3029 3.7006
C 10.8408 -5.7602 2.4346
O 10.0973 -4.6870 1.8700
H 10.8076 -4.9406 4.4306
H 12.1086 -6.1197 4.1484
H 12.2169 -4.4716 3.4899
H 10.1469 -6.5754 2.6530
H 11.5658 -6.1128 1.6947
H 10.7203 -3.9724 1.6714
*
```

Frontier orbital gap (eV): 7.1
SMILES: CCB(O)c1cc(P(C)C)c2c(c1N=C=O)N(F)c1c(S)c([C@H](Br)CC)cc(CCCCCCCOC)c1S2.CCO.CCO.CCO.CCO.CCO
Largest force on an atom (eV/Å): 9.03
Calculated total energy (Ha): -6035.9527
E_HOMO (eV): -7.64

=====

Record 3
DFT (wB97M-V/def2-TZVPD) results for 8 unconnected molecules or ions with the total composition C38H68F12O20 in a non-equilibrium geometry.

Structure (ORCA input):
```
! wB97M-V def2-TZVPD RIJCOSX def2/J DEFGRID3
* xyz 0 1
C -3.9592 0.8591 0.3916
O -3.1452 2.0067 0.1714
C -2.4663 2.3880 1.3903
C -1.2849 3.2359 1.0843
O -1.7428 4.5427 0.8638
C -0.6789 5.4579 0.6134
C -1.2772 6.8080 0.3643
O -2.0101 7.2444 1.5046
C -3.0883 8.0407 1.1982
H -4.5624 0.7403 -0.5076
H -4.7245 1.1048 1.1458
H -3.3953 -0.0426 0.6281
H -2.0700 1.4929 1.8997
H -3.1933 2.9286 2.0113
H -0.7006 2.7805 0.2759
H -0.6898 3.2325 2.0120
H -0.0908 5.1804 -0.2708
H -0.0265 5.4876 1.5053
H -1.9410 6.7324 -0.5244
H -0.5819 7.5916 0.0047
H -2.7508 9.0768 1.0787
H -3.8504 7.9697 1.9702
H -3.5778 7.7238 0.2676
C 2.4551 4.6088 -2.7720
O 2.7317 4.4594 -1.3720
C 3.6803 3.4497 -1.1241
C 3.8985 3.3447 0.3391
O 2.7354 2.8628 1.0038
C 3.0515 2.5363 2.3103
C 1.8249 2.3381 3.1361
O 0.9185 1.3559 2.7287
C 1.4064 0.0563 2.8557
H 1.7158 3.8471 -3.0419
H 3.3639 4.6298 -3.3822
H 1.9984 5.5929 -2.9064
H 4.6475 3.7226 -1.5914
H 3.4286 2.4936 -1.6133
H 4.0593 4.3575 0.7251
H 4.7292 2.6660 0.5679
H 3.5910 3.3638 2.8168
H 3.7657 1.7003 2.3909
H 1.2765 3.2685 3.2705
H 2.1828 2.1070 4.1611
H 2.4005 -0.0869 2.4221
H 0.7087 -0.6393 2.3819
H 1.4025 -0.3097 3.8996
C -0.8446 -2.2298 4.9535
O -2.1406 -1.7339 4.9443
C -2.2423 -0.5136 4.2742
C -3.6797 -0.1279 4.0942
O -4.3376 -0.8664 3.1003
C -4.7763 -2.1582 3.4800
C -5.6237 -2.7756 2.3737
O -6.9929 -2.3996 2.3323
C -7.2231 -1.0303 2.0544
H -0.1968 -1.7406 5.6911
H -0.3948 -2.2859 3.9605
H -0.9453 -3.2639 5.3024
H -1.7754 -0.6357 3.2728
H -1.6625 0.3323 4.6941
H -3.6713 0.9110 3.7657
H -4.2242 -0.2280 5.0428
H -5.2850 -2.1230 4.4574
H -3.9466 -2.8720 3.6450
H -5.6305 -3.8645 2.4858
H -5.1522 -2.6217 1.3876
H -7.0151 -0.3737 2.9066
H -8.2852 -0.9426 1.8216
H -6.6231 -0.6893 1.2011
C 2.9063 -4.2338 5.5699
C 3.7797 -3.1831 4.9161
O 3.9439 -3.3473 3.5208
C 2.8670 -3.3194 2.8182
O 1.8617 -2.9906 3.2049
C 3.0748 -3.7444 1.3458
F 2.4259 -2.8039 0.5318
F 4.3828 -3.7633 1.0309
F 2.5007 -4.9801 1.1134
H 1.8607 -3.9942 5.4525
H 3.1613 -4.2514 6.6322
H 3.1984 -5.2172 5.2004
H 4.7802 -3.2091 5.3408
H 3.4172 -2.1864 5.1861
C 1.2516 -0.1791 -1.1626
C 0.0910 -0.1113 -0.1792
O -0.1952 -1.4017 0.4243
C -0.7453 -2.3314 -0.3116
O -1.0022 -2.2426 -1.4569
C -1.1454 -3.5922 0.5251
F -1.0368 -4.6919 -0.2161
F -0.4177 -3.7180 1.6318
F -2.4835 -3.4653 0.8697
H 1.7656 0.7861 -1.1503
H 0.9400 -0.4982 -2.1483
H 2.0124 -0.8469 -0.7501
H -0.8358 0.3054 -0.5668
H 0.4358 0.5518 0.6138
C -1.5541 1.0830 -6.0061
C -0.2349 1.4545 -5.3877
O 0.0361 2.8704 -5.4153
C -0.0179 3.4649 -6.5497
O -0.1146 2.9250 -7.5956
C 0.1129 4.9985 -6.4303
F 1.0626 5.3360 -5.5733
F 0.3917 5.5256 -7.6085
F -1.0635 5.5208 -5.9978
H -1.3871 1.0214 -7.0921
H -2.3667 1.7668 -5.8053
H -1.8006 0.0402 -5.8081
H 0.6046 0.8757 -5.7721
H -0.2716 1.2818 -4.3085
C 2.9153 -2.2354 -3.8039
C 4.3858 -1.9164 -3.9605
O 4.7838 -0.8885 -3.0837
C 5.1574 -1.2886 -1.8958
O 5.1550 -2.4108 -1.4880
C 5.6276 -0.1334 -0.9893
F 4.8244 -0.0498 0.1012
F 6.8793 -0.4582 -0.5228
F 5.7251 1.0459 -1.5700
H 2.2844 -1.3920 -4.0725
H 2.8240 -2.3962 -2.7210
H 2.6015 -3.1633 -4.2669
H 4.6209 -1.5739 -4.9744
H 4.9640 -2.8441 -3.9641
C -2.4540 -6.7431 -2.5232
C -1.4546 -6.2703 -3.5431
C -1.4286 -4.7627 -3.7865
O -0.0464 -4.5379 -4.0871
C 0.6824 -5.5329 -3.5424
O 1.8464 -5.5278 -3.5017
O -0.1145 -6.5065 -3.0695
H -3.4695 -6.6928 -2.9179
H -2.4515 -6.0872 -1.6553
H -2.1932 -7.7601 -2.2414
H -1.5919 -6.7674 -4.5078
H -1.7187 -4.1641 -2.9243
H -2.0423 -4.5227 -4.6507
*
```

Frontier orbital gap (eV): 9.8
SMILES: CCOC(=O)C(F)(F)F.CCOC(=O)C(F)(F)F.CCOC(=O)C(F)(F)F.CCOC(=O)C(F)(F)F.C[C@H]1COC(=O)O1.COCCOCCOC.COCCOCCOC.COCCOCCOC
Largest force on an atom (eV/Å): 8.24
Calculated total energy (Ha): -4191.7855
E_HOMO (eV): -9.32

=====

Record 4
DFT (wB97M-V/def2-TZVPD) results for 3 unconnected molecules or ions with the total composition C38H68N4O2S in a non-equilibrium geometry.

Structure (ORCA input):
```
! wB97M-V def2-TZVPD RIJCOSX def2/J DEFGRID3
* xyz 0 3
C -5.6655 -8.4052 2.3390
C -4.5391 -9.0136 1.3256
C -4.2918 -8.0512 0.0483
C -3.5651 -6.6477 0.4472
C -1.9678 -6.7338 0.2363
C -1.2814 -5.3667 -0.2555
C -1.7924 -4.0391 0.4901
C -1.4356 -2.7957 -0.5044
C -1.6907 -1.3553 0.1551
C -0.3485 -0.6741 0.7668
C -0.7490 0.7888 1.2945
C 0.4924 1.7823 1.5303
C 1.5128 1.1178 2.6159
C 2.8908 1.9332 2.7385
C 3.0309 2.8343 4.0465
C 3.7077 4.2505 3.9423
C 3.9051 5.1984 5.1972
C 3.3916 4.7652 6.6109
C 2.7136 3.3578 6.7488
N 2.1692 2.7482 7.9259
S 1.5661 1.1744 7.5565
N 1.9630 1.1754 5.8715
C 2.5668 2.4185 5.4872
H -5.5426 -7.2784 2.4793
H -6.7323 -8.6826 2.0047
H -5.5017 -8.9155 3.3596
H -4.9897 -10.0011 0.9264
H -3.5543 -9.2090 1.8932
H -3.7195 -8.6420 -0.7444
H -5.3417 -7.8457 -0.3994
H -3.7439 -6.5198 1.5745
H -4.0717 -5.8405 -0.1871
H -1.8061 -7.5011 -0.6194
H -1.4479 -7.1869 1.1558
H -0.1507 -5.4716 -0.0297
H -1.4624 -5.2460 -1.3890
H -1.1956 -3.8907 1.4534
H -2.9092 -4.0123 0.7230
H -2.1437 -2.8974 -1.4017
H -0.3645 -2.9274 -0.9019
H -2.0136 -0.6535 -0.7099
H -2.5709 -1.3318 0.9017
H 0.0188 -1.3727 1.6146
H 0.4226 -0.5923 -0.0788
H -1.4315 1.2773 0.5156
H -1.3733 0.6510 2.2462
H 1.0163 2.1129 0.5716
H 0.0600 2.7162 2.0653
H 0.9145 1.0270 3.5831
H 1.7915 0.0352 2.3120
H 3.8236 1.2620 2.6020
H 2.9217 2.6640 1.8395
H 4.1062 4.6340 2.9481
H 4.4359 6.2028 5.0532
H 3.5161 5.4200 7.5319
C 1.5707 9.1546 4.1869
C 1.5640 8.0314 3.1176
C 3.0172 7.6218 2.7935
C 3.7614 8.6583 1.9564
C 2.9730 9.0192 0.7025
C 1.5117 9.4283 0.9875
N 0.8120 8.4783 1.9048
O 0.4950 7.3677 1.1820
C 1.4696 10.8533 1.5868
C 0.7806 9.5867 -0.3729
C 0.8655 6.8473 3.8377
H 1.6836 8.7453 5.1954
H 2.3972 9.8564 4.0704
H 0.6325 9.7166 4.1808
H 3.0237 6.6687 2.2504
H 3.5727 7.4461 3.7189
H 3.9667 9.5568 2.5470
H 4.7392 8.2578 1.6682
H 3.4926 9.8263 0.1744
H 2.9912 8.1554 0.0260
H 0.4566 11.1193 1.8991
H 1.7830 11.5977 0.8460
H 2.1381 10.9944 2.4337
H 0.8322 8.6825 -0.9852
H 1.2346 10.3851 -0.9676
H -0.2730 9.8433 -0.2275
H -0.1654 7.1034 4.1021
H 1.3907 6.5911 4.7626
H 0.8497 5.9345 3.2366
C 0.0545 -6.9053 -6.8199
C -0.7877 -6.3794 -5.6285
C -2.1750 -5.9313 -6.1380
C -2.1338 -4.6205 -6.9178
C -1.4354 -3.5276 -6.1170
C -0.0465 -3.9426 -5.5852
N -0.0553 -5.2827 -4.9236
O -0.6223 -5.1301 -3.6951
C 0.9827 -3.9412 -6.7393
C 0.4651 -2.8194 -4.6431
C -0.9720 -7.6319 -4.7310
H -0.1964 -7.9430 -7.0594
H -0.1129 -6.3516 -7.7441
H 1.1239 -6.8869 -6.5911
H -2.8616 -5.8093 -5.2912
H -2.6115 -6.7107 -6.7718
H -1.6363 -4.7602 -7.8828
H -3.1563 -4.3041 -7.1496
H -1.3463 -2.6307 -6.7397
H -2.0857 -3.2490 -5.2781
H 1.9457 -4.3385 -6.4087
H 1.1629 -2.9223 -7.1004
H 0.6625 -4.5020 -7.6152
H -0.2304 -2.6067 -3.8265
H 0.5906 -1.8802 -5.1904
H 1.4352 -3.0794 -4.2090
H -0.0075 -7.9943 -4.3618
H -1.4387 -8.4466 -5.2928
H -1.6214 -7.4464 -3.8715
*
```

Relative energy (zero: lowest compared OMol25 entry of this formula, charge and spin) (kcal/mol): 169.8
Frontier orbital gap (eV): 7.2
Largest force on an atom (eV/Å): 5.77
Calculated total energy (Ha): -2255.9838
E_HOMO (eV): -8.37

=====

Question: Among the records above, which one has the lowest largest force on an atom?
Answer: C38H68Ag2N3O15

=====

Question: Which of these has the lowest largest force on an atom?
Answer: C38H68Ag2N3O15

=====

Question: Among the records above, which one has the highest calculated total energy?
Answer: C38H68N4O2S